[1]
Here is a cluster of 9 separate species, C38H71Cl16N3OSSi in total from OMol25. Energies are from wB97M-V/def2-TZVPD.

## Properties
Maximum force   8.6 eV/Å
Electronic energy   -266131.9650 eV
Structure (SMILES)   CCC[C@@H](C)[Si@@H](CCCCCCCSc1nnco1)CCCCn1cccc1.ClCCCl.ClCCCl.ClCCCl.ClCCCl.ClCCCl.ClCCCl.ClCCCl.ClCCCl

Each line ends with the Löwdin charge.
CARTESIAN COORDINATES (ANGSTROEM)
C: 5.4880 -2.7066 0.7662  -0.156
C: 4.5006 -3.3183 -0.4283  -0.260
C: 3.3856 -2.1620 -0.7586  -0.257
C: 1.8952 -2.7830 -1.1938  -0.405
C: 0.9972 -2.7703 0.1880  -0.149
Si: 1.2011 -1.5948 -2.5446  0.629
C: 1.7161 -2.2813 -4.2718  -0.285
C: 3.3720 -2.0679 -4.3692  -0.275
C: 3.9019 -1.7744 -5.8924  -0.209
C: 5.5719 -1.7573 -5.9641  -0.216
C: 6.2299 -0.3332 -5.4880  -0.219
C: 6.1996 -0.0654 -3.8656  -0.257
C: 5.4408 1.4083 -3.6468  -0.477
S: 5.8599 1.9695 -1.9021  0.848
C: 6.5860 3.7281 -1.9209  -0.440
N: 7.3098 4.3124 -0.7119  -0.057
N: 7.7676 5.6169 -1.0039  -0.020
C: 7.2755 5.8556 -2.4238  -0.067
O: 6.5507 4.7006 -3.0279  -0.105
C: -0.6650 -1.1574 -2.3649  -0.305
C: -1.7004 -2.2020 -3.0887  -0.240
C: -3.2249 -1.8411 -2.5032  -0.190
C: -4.1299 -0.9579 -3.5464  -0.188
N: -4.5721 0.3934 -3.0306  -0.189
C: -4.4858 1.0509 -1.6701  -0.031
C: -5.1455 2.5626 -1.8900  -0.083
C: -5.6252 2.7016 -3.4677  -0.074
C: -5.2361 1.2492 -4.1299  -0.073
H: 6.4126 -3.3988 0.9556  -0.011
H: 4.7973 -2.5645 1.7272  0.056
H: 5.8041 -1.6179 0.4429  0.081
H: 3.9300 -4.2757 -0.0698  0.067
H: 5.0916 -3.5231 -1.4386  0.108
H: 3.8269 -1.4910 -1.6195  0.065
H: 3.2561 -1.5236 0.2399  0.121
H: 2.1179 -3.8706 -1.6094  0.119
H: 0.7408 -1.6308 0.3994  0.086
H: 0.0555 -3.4433 0.0166  0.076
H: 1.6442 -3.1355 1.1194  0.033
H: 1.9394 -0.3161 -2.3795  0.008
H: 1.1765 -1.7865 -5.1862  0.084
H: 1.5692 -3.4655 -4.3032  0.093
H: 3.9716 -2.9426 -3.8747  0.116
H: 3.5768 -1.0715 -3.7451  0.052
H: 3.5641 -2.6393 -6.6233  0.114
H: 3.4989 -0.7427 -6.2934  0.118
H: 6.0534 -2.7049 -5.4432  0.120
H: 5.8374 -1.8736 -7.1220  0.110
H: 5.7434 0.6072 -6.0255  0.112
H: 7.3806 -0.3002 -5.8023  0.119
H: 5.7051 -0.9239 -3.2429  0.093
H: 7.2940 0.0793 -3.4513  0.107
H: 4.2835 1.3152 -3.8306  0.090
H: 5.9139 2.1486 -4.4514  0.102
H: 7.4390 6.8596 -3.0046  0.129
H: -0.8556 -0.0839 -2.7947  0.095
H: -0.9011 -1.1813 -1.1952  0.079
H: -1.7134 -2.0833 -4.2636  0.108
H: -1.4722 -3.3281 -2.8648  0.060
H: -3.0601 -1.3364 -1.4476  0.091
H: -3.8028 -2.8598 -2.2716  0.058
H: -5.0611 -1.5656 -3.9801  0.135
H: -3.4410 -0.7404 -4.4962  0.122
H: -4.0447 0.5491 -0.7091  0.096
H: -5.2617 3.4071 -1.0818  -0.053
H: -6.1156 3.6095 -4.0195  0.070
H: -5.4279 0.9106 -5.2590  0.111
Cl: 7.5300 -5.4716 0.3582  0.585
C: 9.2154 -5.8541 0.7892  -0.650
C: 10.0826 -4.6080 0.8776  -0.664
Cl: 10.3464 -3.8580 -0.7164  0.534
H: 9.6027 -6.5632 0.0513  0.069
H: 9.1870 -6.3566 1.7610  0.073
H: 11.0697 -4.8696 1.2715  0.071
H: 9.6414 -3.8558 1.5387  0.071
Cl: 3.0293 -4.9724 2.4770  0.600
C: 3.2123 -5.3069 4.2170  -0.682
C: 3.8179 -4.1309 4.9673  -0.685
Cl: 5.5253 -3.8649 4.5347  0.538
H: 3.8185 -6.2111 4.3276  0.014
H: 2.2113 -5.5193 4.6051  0.077
H: 3.7908 -4.3237 6.0443  0.033
H: 3.2697 -3.2039 4.7741  0.072
Cl: -8.5130 4.0165 1.5342  0.541
C: -7.1955 4.9174 2.3249  -0.684
C: -6.5980 5.9785 1.4141  -0.725
Cl: -5.6959 5.2661 0.0533  0.607
H: -6.4404 4.1969 2.6539  0.072
H: -7.6246 5.3898 3.2139  0.037
H: -5.8887 6.5940 1.9761  -0.037
H: -7.3688 6.6378 1.0033  0.012
Cl: -6.2170 7.7802 3.7580  0.653
C: -6.3418 9.5133 4.1497  -0.631
C: -5.2413 10.3313 3.4921  -0.667
Cl: -3.6386 9.9841 4.1876  0.545
H: -6.3259 9.6179 5.2388  0.072
H: -7.3194 9.8491 3.7903  0.067
H: -5.4288 11.3985 3.6468  0.076
H: -5.1915 10.1477 2.4145  0.047
Cl: -2.1490 -5.7633 -1.6328  0.556
C: -3.2427 -6.4555 -0.4090  -0.656
C: -4.6691 -5.9513 -0.5627  -0.655
Cl: -4.8197 -4.2243 -0.1530  0.561
H: -2.8371 -6.2225 0.5803  0.071
H: -3.2165 -7.5417 -0.5398  0.073
H: -5.3312 -6.4966 0.1172  0.072
H: -5.0389 -6.0923 -1.5829  0.072
Cl: -8.5984 11.0758 -2.1140  0.536
C: -8.3183 9.3183 -2.0399  -0.660
C: -8.5915 8.7511 -0.6556  -0.640
Cl: -7.3905 9.2942 0.5425  0.584
H: -7.2899 9.1240 -2.3595  0.073
H: -8.9932 8.8595 -2.7691  0.075
H: -8.5375 7.6583 -0.6846  0.068
H: -9.5849 9.0328 -0.2933  0.075
Cl: -11.0735 4.5569 6.0282  0.531
C: -10.7054 3.0765 5.1086  -0.665
C: -9.5734 2.2776 5.7355  -0.659
Cl: -8.0052 3.1111 5.5971  0.542
H: -10.4733 3.3646 4.0788  0.049
H: -11.6206 2.4766 5.0956  0.073
H: -9.4676 1.3171 5.2216  0.073
H: -9.7598 2.0774 6.7951  0.069
Cl: 4.8012 -6.7969 6.6228  0.615
C: 5.1361 -6.3405 8.3117  -0.634
C: 6.6070 -6.4919 8.6666  -0.662
Cl: 7.1151 -8.1986 8.7137  0.538
H: 4.4999 -6.9494 8.9612  0.072
H: 4.8330 -5.2947 8.4226  0.074
H: 6.7932 -6.0788 9.6629  0.074
H: 7.2499 -5.9652 7.9547  0.072

***

[2]
Here is a cluster of 7 separate species, C38H71ClF3NO17S6 in total from OMol25. Energies are from wB97M-V/def2-TZVPD.

## Properties
Maximum force   6.1 eV/Å
Energy above the lowest of the compared OMol25 structures with the same formula, charge and spin   446.9 kJ/mol
Structure (SMILES)   CCCCCO[C@@H](N=C=O)[C@H](C[C@H](C)O)O[C@H](Cl)COC(F)(F)F.O=S1(=O)CCCC1.O=S1(=O)CCCC1.O=S1(=O)CCCC1.O=S1(=O)CCCC1.O=S1(=O)CCCC1.O=S1(=O)CCCC1

Each line ends with the Löwdin charge.
CARTESIAN COORDINATES (ANGSTROEM)
C: 5.0747 -3.7181 1.2844  -0.131
C: 4.1239 -4.2554 0.0963  -0.245
C: 3.2613 -5.5589 0.4728  -0.215
C: 1.6812 -5.2817 0.6281  -0.168
C: 1.0093 -4.6509 -0.7174  -0.198
O: 0.9779 -3.2147 -0.5190  -0.140
C: 0.3385 -2.5121 -1.6075  -0.252
N: -0.1177 -3.4042 -2.7332  0.147
C: -0.3096 -2.7443 -3.8281  -0.187
O: -0.5928 -2.1932 -4.8968  0.104
C: -0.8656 -1.6334 -0.9589  -0.237
C: -0.3637 -0.1981 -0.3982  -0.079
C: 0.8634 -0.2856 0.6273  -0.358
C: 1.0049 1.1290 1.4328  -0.072
O: 2.1455 -0.4465 -0.0801  -0.100
O: -1.5530 -2.4292 0.0369  -0.142
C: -2.9682 -2.4776 -0.1709  -0.562
Cl: -3.7258 -0.7843 0.0652  0.612
C: -3.7478 -3.5798 0.7047  -0.135
O: -2.9354 -4.6307 1.2635  -0.010
C: -2.2416 -4.2985 2.4322  -0.429
F: -2.6661 -3.1583 3.1382  0.112
F: -0.8216 -4.1550 2.2500  0.080
F: -2.3796 -5.4201 3.3318  0.065
H: 5.5189 -4.6137 1.8650  0.083
H: 4.5130 -3.0526 2.0280  0.079
H: 5.8978 -3.0705 0.7890  0.043
H: 3.5040 -3.3697 -0.2880  0.096
H: 4.8283 -4.5649 -0.7707  0.106
H: 3.4201 -6.4571 -0.2296  0.107
H: 3.6320 -5.9088 1.5126  0.104
H: 1.5678 -4.4856 1.4592  0.113
H: 1.0702 -6.1981 0.9463  0.107
H: -0.0364 -5.1352 -0.7983  0.123
H: 1.6761 -4.9711 -1.5996  0.132
H: 1.0778 -1.7506 -2.0752  0.168
H: -1.5790 -1.3785 -1.8414  0.146
H: -0.0050 0.3812 -1.3392  0.145
H: -1.2056 0.4235 0.0665  0.092
H: 0.7732 -1.1664 1.3634  0.153
H: -0.0400 1.4130 1.8356  0.092
H: 1.4280 1.9158 0.7123  0.075
H: 1.7777 1.0077 2.2791  0.078
H: 2.7626 -0.9118 0.5414  0.097
H: -3.1255 -2.7468 -1.2886  0.135
H: -4.4600 -3.0610 1.4566  0.135
H: -4.4736 -4.1025 -0.0356  0.156
C: -3.3122 -8.9228 1.8555  -0.218
C: -3.4733 -7.7034 0.9460  -0.222
C: -3.1333 -8.1455 -0.4786  -0.220
S: -3.5192 -9.8906 -0.5666  0.667
O: -2.2906 -10.6240 -0.7665  -0.321
O: -4.6771 -10.0807 -1.4113  -0.331
C: -4.0136 -10.0689 1.1383  -0.236
H: -3.7382 -8.7489 2.8459  0.118
H: -2.2490 -9.1529 1.9797  0.123
H: -4.5106 -7.3538 0.9858  0.124
H: -2.8377 -6.8771 1.2634  0.084
H: -3.7252 -7.6066 -1.2196  0.103
H: -2.0697 -8.0235 -0.6921  0.105
H: -3.7216 -11.0511 1.5096  0.109
H: -5.0992 -9.9564 1.1845  0.109
C: -4.3712 -1.0095 -8.6938  -0.226
C: -3.0536 -1.3127 -7.9777  -0.216
C: -3.0683 -0.5544 -6.6493  -0.224
S: -4.7885 -0.3889 -6.1866  0.664
O: -5.1411 1.0121 -6.2172  -0.323
O: -5.0565 -1.2269 -5.0386  -0.335
C: -5.4601 -1.1730 -7.6418  -0.237
H: -4.5327 -1.6746 -9.5448  0.116
H: -4.3609 0.0203 -9.0659  0.121
H: -2.9819 -2.3886 -7.7871  0.120
H: -2.1899 -1.0292 -8.5835  0.117
H: -2.5349 -1.0990 -5.8696  0.074
H: -2.6493 0.4478 -6.7563  0.110
H: -6.4010 -0.6983 -7.9197  0.109
H: -5.6252 -2.2270 -7.4068  0.109
C: 1.6131 6.1375 4.2556  -0.211
C: 2.7602 6.6364 3.3755  -0.242
C: 3.2987 5.4326 2.5983  -0.213
S: 1.9282 4.2964 2.4239  0.670
O: 2.2285 3.0969 3.1703  -0.331
O: 1.5109 4.2617 1.0393  -0.336
C: 0.7520 5.2614 3.3554  -0.229
H: 1.0386 6.9640 4.6794  0.118
H: 2.0141 5.5437 5.0840  0.121
H: 2.3833 7.3835 2.6787  0.085
H: 3.5473 7.1076 3.9667  0.108
H: 3.6582 5.7201 1.6093  0.102
H: 4.0920 4.9230 3.1487  0.106
H: 0.0846 4.6012 3.9092  0.109
H: 0.1812 5.8662 2.6471  0.110
C: 8.5649 1.0804 -0.2979  -0.225
C: 9.2481 1.0292 1.0700  -0.220
C: 8.2380 0.4566 2.0661  -0.221
S: 7.1460 -0.5991 1.1202  0.670
O: 5.8208 -0.0243 1.1378  -0.313
O: 7.3923 -1.9799 1.4739  -0.345
C: 7.8840 -0.2708 -0.4705  -0.231
H: 9.2792 1.2750 -1.1008  0.116
H: 7.8177 1.8807 -0.3079  0.121
H: 10.1239 0.3742 1.0155  0.118
H: 9.5962 2.0157 1.3851  0.115
H: 8.7278 -0.1328 2.8422  0.105
H: 7.6351 1.2441 2.5220  0.107
H: 7.1160 -0.2694 -1.2438  0.112
H: 8.6155 -1.0578 -0.6677  0.111
C: -8.2833 1.3644 -1.1083  -0.223
C: -6.9713 1.0650 -0.3810  -0.238
C: -7.0027 1.8172 0.9507  -0.226
S: -8.7284 1.9715 1.3975  0.665
O: -9.0877 3.3707 1.3698  -0.323
O: -9.0027 1.1273 2.5388  -0.330
C: -9.3816 1.1905 -0.0676  -0.237
H: -8.4329 0.7023 -1.9638  0.118
H: -8.2749 2.3958 -1.4758  0.122
H: -6.8956 -0.0113 -0.1945  0.104
H: -6.1034 1.3556 -0.9773  0.109
H: -6.4738 1.2720 1.7335  0.102
H: -6.5881 2.8221 0.8524  0.107
H: -10.3221 1.6616 -0.3525  0.108
H: -9.5434 0.1347 0.1611  0.108
C: 3.6530 11.5654 0.9741  -0.223
C: 3.7682 12.5438 2.1446  -0.217
C: 3.4601 11.7657 3.4251  -0.221
S: 3.9230 10.0677 3.1023  0.686
O: 2.7289 9.2523 3.1222  -0.339
O: 5.0949 9.7364 3.8811  -0.319
C: 4.4101 10.3159 1.4041  -0.228
H: 4.0625 11.9851 0.0529  0.118
H: 2.5999 11.3234 0.7972  0.122
H: 4.7884 12.9389 2.1900  0.119
H: 3.0927 13.3944 2.0282  0.117
H: 4.0340 12.1419 4.2729  0.106
H: 2.3941 11.7865 3.6591  0.107
H: 4.1584 9.4358 0.8122  0.110
H: 5.4892 10.4845 1.3879  0.111